Entry i
CH3O3P | the ωB97M-V functional and the def2-TZVPD basis

XYZ file:
```
8
Properties=species:S:1:pos:R:3
O -2.5951 1.1584 0.6177
P -2.1782 0.2132 -0.3674
O -1.4451 -0.9820 0.4889
H -1.4620 -1.9318 0.0561
C 1.8461 0.3837 -0.2273
O 0.6981 0.3722 -0.5314
H 2.4699 1.2555 0.1948
H 2.6662 -0.4693 -0.2314
```

For the frontier orbital gap, the calculation gives 10.68 eV. For the highest occupied orbital energy, the calculation gives -10.2 eV. Its total charge is 0. The structure (SMILES) is O=PO.C=O.

Entry ii
CH3O3P | the ωB97M-V functional and the def2-TZVPD basis

XYZ file:
```
8
Properties=species:S:1:pos:R:3
O -0.9444 -0.3111 2.8576
P -0.5745 -0.1800 1.4924
O -0.9407 0.8289 0.5152
H 0.6677 -0.8693 0.8746
C 0.4287 0.1086 -1.4854
O 0.2426 -0.9569 -0.9329
H -0.3101 0.6563 -2.0291
H 1.4306 0.7235 -1.2924
```

For the frontier orbital gap, the calculation gives 10.43 eV. For the highest occupied orbital energy, the calculation gives -10.7 eV. Its total charge is 0. The structure (SMILES) is O=[PH]=O.C=O.

Preferred: entry i; penalty for the next structure: 0.0282 hartree.